[1]
A cluster of 4 separate species, C25H65BrN6OP2 in total, computed with ωB97M-V with the def2-TZVPD basis set.

The geometry in ORCA input format:
```
! RIJCOSX wB97M-V def2-TZVPD def2/J DEFGRID3
* xyz 0 1
C 4.063 -3.577 -0.686
C 3.685 -2.162 -0.288
C 2.162 -1.685 -0.578
P 1.896 -0.426 -1.963
C 3.323 -1.040 -3.053
C 4.789 -0.345 -2.872
N 5.900 -1.336 -2.457
N 4.852 0.865 -1.978
N 5.281 0.100 -4.270
C 1.870 1.001 -0.719
C 0.473 1.383 -0.001
N 0.706 2.748 0.687
N 0.015 0.476 1.129
N -0.732 1.594 -0.884
P 1.174 0.995 -3.501
O 0.645 0.005 -4.883
Br 2.812 2.389 -4.204
H 5.153 -4.000 -0.637
H 3.231 -4.296 -1.152
H 4.497 -1.434 0.166
H 1.718 -1.385 0.488
H 1.547 -2.666 -0.873
H 0.602 -1.096 -2.189
H 3.005 -0.811 -4.182
H 3.475 -2.225 -3.051
H 6.072 -1.296 -1.430
H 5.612 -2.320 -2.650
H 5.157 1.674 -2.596
H 5.604 0.816 -1.255
H 6.240 0.532 -4.102
H 5.527 -0.831 -4.723
H 2.649 0.729 0.142
H 2.340 1.950 -1.270
H 1.106 2.502 1.642
H 1.435 3.296 0.182
H 0.829 0.174 1.733
H -0.461 -0.356 0.710
H -0.485 2.395 -1.520
H -1.542 1.976 -0.312
H 0.853 -0.951 -4.594
C -3.314 3.142 -3.949
C -3.500 1.635 -3.858
C -4.817 1.149 -4.466
C -6.088 1.679 -3.791
C -6.212 1.377 -2.295
C -6.272 -0.110 -1.983
H -4.081 3.679 -3.384
H -2.340 3.426 -3.537
H -3.351 3.478 -4.990
H -3.418 1.317 -2.813
H -2.673 1.151 -4.392
H -4.828 0.053 -4.450
H -4.847 1.434 -5.525
H -6.957 1.254 -4.310
H -6.153 2.763 -3.936
H -7.131 1.848 -1.923
H -5.387 1.837 -1.741
H -7.116 -0.582 -2.495
H -6.402 -0.263 -0.907
H -5.354 -0.623 -2.282
C -2.448 6.602 5.474
C -3.308 6.459 4.228
C -3.617 5.004 3.868
C -2.398 4.138 3.527
C -1.529 4.650 2.376
C -2.265 4.714 1.047
H -1.463 6.147 5.339
H -2.295 7.662 5.705
H -2.931 6.135 6.338
H -2.826 6.969 3.387
H -4.257 6.981 4.400
H -4.317 4.992 3.025
H -4.148 4.536 4.706
H -2.751 3.128 3.281
H -1.769 4.027 4.418
H -0.670 3.977 2.265
H -1.116 5.636 2.616
H -2.653 3.730 0.767
H -1.585 5.047 0.256
H -3.102 5.418 1.082
C 1.623 -6.222 0.684
C 1.746 -5.386 1.949
C 3.038 -5.648 2.727
C 3.205 -7.077 3.260
C 2.086 -7.570 4.180
C 1.955 -6.758 5.459
H 1.584 -7.292 0.910
H 0.703 -5.962 0.150
H 2.467 -6.040 0.012
H 0.872 -5.553 2.587
H 1.722 -4.326 1.667
H 3.094 -4.941 3.561
H 3.894 -5.421 2.081
H 4.158 -7.133 3.801
H 3.297 -7.772 2.417
H 2.295 -8.612 4.451
H 1.127 -7.578 3.650
H 2.891 -6.770 6.026
H 1.170 -7.180 6.094
H 1.689 -5.717 5.252
*
```

The calculation puts the gap between HOMO and LUMO at 7.771 eV. Its structure (SMILES) is C=CC[PH](CC(N)(N)N)(CC(N)(N)N)P(O)Br.CCCCCC.CCCCCC.CCCCCC.

These are the Mulliken partial charges, in e, on atoms 1 to 99:
1. C -1.002
2. C 0.116
3. C -0.804
4. P 0.259
5. C -1.063
6. C 0.153
7. N -0.586
8. N -0.361
9. N -0.667
10. C -1.395
11. C 0.037
12. N -0.215
13. N -0.560
14. N -0.284
15. P 0.554
16. O -0.526
17. Br -0.299
18. H 0.244
19. H 0.178
20. H 0.387
21. H -0.080
22. H 0.328
23. H 0.033
24. H 0.616
25. H 0.249
26. H 0.304
27. H 0.290
28. H 0.314
29. H 0.294
30. H 0.337
31. H 0.340
32. H 0.254
33. H 0.556
34. H 0.329
35. H 0.229
36. H 0.329
37. H 0.302
38. H 0.251
39. H 0.151
40. H 0.375
41. C -1.216
42. C 0.182
43. C -0.847
44. C -0.740
45. C -0.188
46. C -1.186
47. H 0.303
48. H 0.330
49. H 0.313
50. H 0.042
51. H 0.206
52. H 0.313
53. H 0.393
54. H 0.379
55. H 0.303
56. H 0.356
57. H 0.111
58. H 0.293
59. H 0.374
60. H 0.279
61. C -1.184
62. C -0.354
63. C -0.761
64. C -0.783
65. C 0.236
66. C -1.119
67. H 0.282
68. H 0.372
69. H 0.289
70. H 0.236
71. H 0.386
72. H 0.301
73. H 0.381
74. H 0.368
75. H 0.369
76. H -0.170
77. H 0.319
78. H 0.099
79. H 0.349
80. H 0.408
81. C -1.217
82. C -0.071
83. C -0.542
84. C -0.773
85. C -0.367
86. C -1.182
87. H 0.409
88. H 0.346
89. H 0.184
90. H 0.361
91. H 0.009
92. H 0.343
93. H 0.273
94. H 0.387
95. H 0.301
96. H 0.375
97. H 0.225
98. H 0.288
99. H 0.377

[2]
A structure of composition C64H83BN2O4P2RuSe, computed with ωB97M-V with the def2-TZVPD basis set.

The geometry in ORCA input format:
```
! RIJCOSX wB97M-V def2-TZVPD def2/J DEFGRID3
* xyz -1 6
Ru -0.086 -0.144 0.101
C -2.667 1.572 -5.310
C -2.851 2.153 -3.906
C -4.123 3.001 -3.868
C -1.653 3.067 -3.618
P -2.684 0.774 -2.624
C -3.403 1.679 -1.166
N -3.326 0.880 0.046
B -2.269 -0.009 0.512
N -2.930 -0.834 1.507
C -2.500 -2.102 2.064
P -0.674 -2.215 2.351
C -0.460 -4.090 2.226
C -0.338 -4.392 0.730
C -1.599 -4.950 2.785
C 0.863 -4.495 2.885
C -0.569 -1.702 4.159
C -1.272 -2.585 5.188
C -1.193 -0.297 4.213
C 0.909 -1.592 4.537
C -4.250 -0.432 1.653
C -5.261 -0.925 2.461
C -6.513 -0.316 2.407
C -6.745 0.753 1.552
C -5.735 1.238 0.723
C -4.487 0.638 0.774
C -3.964 -0.567 -2.984
C -5.390 -0.113 -3.286
C -3.423 -1.412 -4.149
C -3.994 -1.490 -1.752
H -2.423 2.383 -6.003
H -3.576 1.091 -5.674
H -1.852 0.847 -5.345
H -4.040 3.806 -4.607
H -4.266 3.474 -2.896
H -5.019 2.429 -4.106
H -1.491 3.736 -4.470
H -0.747 2.487 -3.454
H -1.814 3.689 -2.737
H -4.450 1.922 -1.344
H -2.863 2.623 -1.072
H -2.780 -2.908 1.377
H -3.022 -2.287 3.005
H -1.191 -4.016 0.161
H -0.280 -5.476 0.583
H 0.553 -3.935 0.297
H -2.519 -4.827 2.212
H -1.820 -4.751 3.830
H -1.310 -6.004 2.703
H 1.670 -3.805 2.629
H 1.148 -5.489 2.527
H 0.785 -4.542 3.971
H -2.329 -2.744 4.965
H -1.222 -2.080 6.159
H -0.789 -3.555 5.302
H -2.281 -0.334 4.124
H -0.797 0.345 3.425
H -0.945 0.162 5.175
H 1.386 -2.566 4.628
H 0.997 -1.082 5.501
H 1.457 -1.011 3.799
H -5.090 -1.767 3.120
H -7.313 -0.684 3.038
H -7.723 1.217 1.525
H -5.932 2.069 0.059
H -5.462 0.382 -4.255
H -5.779 0.560 -2.519
H -6.052 -0.986 -3.315
H -3.579 -0.940 -5.117
H -3.942 -2.375 -4.165
H -2.355 -1.610 -4.031
H -4.574 -1.063 -0.933
H -2.987 -1.710 -1.386
H -4.467 -2.436 -2.036
C 5.607 3.705 1.227
C 4.117 3.924 1.045
C 3.718 5.388 1.131
O 3.710 3.406 -0.211
C 2.812 2.314 -0.013
C 2.334 2.504 1.418
O 3.432 3.179 2.032
C 1.967 1.254 2.256
O 0.750 0.767 1.803
C 3.109 0.233 2.186
C 4.379 0.514 2.697
C 5.421 -0.394 2.574
C 5.222 -1.612 1.938
C 3.969 -1.903 1.421
C 2.934 -0.986 1.542
C 1.725 1.783 3.694
C 2.364 1.342 4.843
C 2.009 1.829 6.098
C 1.002 2.769 6.228
C 0.343 3.212 5.086
C 0.698 2.720 3.843
C 1.731 2.336 -1.116
O 1.002 1.169 -1.062
C 2.434 2.308 -2.496
C 1.956 3.002 -3.602
C 2.526 2.844 -4.860
C 3.594 1.981 -5.040
C 4.073 1.268 -3.950
C 3.494 1.425 -2.701
C 0.885 3.602 -0.902
C 1.315 4.868 -1.292
C 0.563 6.001 -1.004
C -0.622 5.894 -0.291
C -1.049 4.640 0.128
C -0.306 3.512 -0.186
H 6.161 4.270 0.477
H 5.831 2.644 1.112
H 5.915 4.030 2.222
H 4.167 5.949 0.310
H 4.053 5.806 2.081
H 2.634 5.477 1.064
H 3.356 1.369 -0.099
H 1.452 3.146 1.432
H 4.558 1.465 3.177
H 6.395 -0.145 2.977
H 6.034 -2.323 1.847
H 3.791 -2.841 0.913
H 1.962 -1.244 1.129
H 3.142 0.594 4.780
H 2.522 1.458 6.978
H 0.725 3.147 7.204
H -0.459 3.935 5.167
H 0.145 3.039 2.969
H 1.119 3.675 -3.493
H 2.125 3.396 -5.702
H 4.043 1.859 -6.018
H 4.896 0.574 -4.072
H 3.864 0.826 -1.881
H 2.257 4.971 -1.815
H 0.915 6.973 -1.327
H -1.204 6.778 -0.059
H -1.962 4.539 0.703
H -0.639 2.535 0.145
C 2.793 -6.957 -4.059
C 2.153 -5.733 -3.458
C 0.803 -5.700 -3.155
C 0.186 -4.575 -2.609
C -1.295 -4.655 -2.338
C 0.962 -3.438 -2.357
Se 0.142 -1.828 -1.710
C 2.337 -3.442 -2.664
C 3.235 -2.247 -2.462
C 2.901 -4.590 -3.206
H 2.078 -7.775 -4.140
H 3.633 -7.303 -3.452
H 3.180 -6.749 -5.059
H 0.193 -6.578 -3.352
H -1.812 -5.079 -3.201
H -1.719 -3.676 -2.126
H -1.494 -5.305 -1.482
H 2.753 -1.456 -1.893
H 3.521 -1.818 -3.426
H 4.152 -2.543 -1.949
H 3.961 -4.585 -3.444
*
```

The calculation puts the gap between HOMO and LUMO (spin up / spin down) at 6.353 / 6.900 eV.

These are the Mulliken partial charges, in e, on atoms 1 to 99:
1. Ru 0.893
2. C -2.206
3. C 2.468
4. C -1.926
5. C -2.415
6. P 0.264
7. C -1.536
8. N 0.405
9. B 1.312
10. N 0.570
11. C -1.535
12. P 1.568
13. C 2.482
14. C -1.656
15. C -2.043
16. C -2.114
17. C 1.950
18. C -2.087
19. C -1.908
20. C -1.584
21. C 1.260
22. C -0.707
23. C -1.030
24. C -0.861
25. C -1.319
26. C 0.262
27. C 2.383
28. C -1.969
29. C -1.895
30. C -1.729
31. H 0.567
32. H 0.349
33. H 0.359
34. H 0.527
35. H 0.275
36. H 0.258
37. H 0.707
38. H 0.340
39. H 0.232
40. H 0.528
41. H 0.055
42. H 0.079
43. H 0.100
44. H -0.160
45. H 0.854
46. H -0.023
47. H 0.277
48. H 0.306
49. H 0.570
50. H 0.279
51. H 0.564
52. H 0.353
53. H 0.269
54. H 0.518
55. H 0.336
56. H 0.189
57. H -0.102
58. H 0.613
59. H 0.365
60. H 0.528
61. H 0.028
62. H 0.426
63. H 0.386
64. H 0.398
65. H 0.497
66. H 0.342
67. H 0.277
68. H 0.452
69. H 0.364
70. H 0.527
71. H 0.260
72. H 0.374
73. H -0.230
74. H 0.849
75. C -1.897
76. C 1.271
77. C -1.627
78. O -0.453
79. C -0.203
80. C -0.585
81. O -0.255
82. C 0.249
83. O 1.163
84. C 0.756
85. C -0.319
86. C -1.313
87. C -1.052
88. C -0.695
89. C 0.575
90. C 1.093
91. C -0.459
92. C -0.920
93. C -0.787
94. C -0.854
95. C -0.322
96. C 1.945
97. O 0.759
98. C 0.028
99. C -0.075

[3]
The molecule C3H6S2, computed with ωB97M-V with the def2-TZVPD basis set.

The geometry in ORCA input format:
```
! RIJCOSX wB97M-V def2-TZVPD def2/J DEFGRID3
* xyz 0 1
C 0.615 -0.909 0.785
C -0.393 0.001 -0.034
S -0.710 -0.839 -1.679
C 0.230 1.360 -0.301
S 0.831 2.335 0.892
H 1.619 -0.828 0.291
H 0.297 -2.002 0.846
H 0.647 -0.636 1.816
H -1.338 0.122 0.441
H -2.015 -0.359 -1.693
H 0.217 1.756 -1.364
*
```

The calculation puts the gap between HOMO and LUMO at 8.402 eV. The value obtained for the energy above the lowest of the compared OMol25 structures with the same formula, charge and spin is 26.9 kcal per mole. Its structure (SMILES) is C[C@H](S)C=S.

Here is what natural (NBO) gives for the atomic charges, in e:
1. C -0.615
2. C -0.391
3. S -0.064
4. C -0.250
5. S 0.048
6. H 0.219
7. H 0.226
8. H 0.230
9. H 0.244
10. H 0.136
11. H 0.218

Values of E, in order: -126582.783, -166070.945, -24877.542, all in eV.